# 1
Entry from OMol25: a cluster of 2 separate species, CH3NO4 in total in a non-equilibrium geometry (the ωB97M-V functional and the def2-TZVPD basis).

Structure (XYZ):
```
9
CH3NO4 (the ωB97M-V functional and the def2-TZVPD basis)
C 0.6018 -0.6224 -1.3141
O -1.2219 0.7321 1.0114
O 1.4096 -0.8017 -0.3963
O -1.4204 -0.6699 0.8439
N 0.0168 1.4764 0.6960
O 0.4736 2.0291 1.6651
H -0.5782 -0.9985 1.2127
H 0.1827 -1.4792 -1.8628
H 0.5360 0.3342 -1.8558
```

Results
M in g mol⁻¹: 93.04
Net charge: 0
ΔE to the lowest compared entry with this formula, charge and spin in kcal/mol: 122.9
E in eV: -10758.1861
2S+1: 1
E_HOMO (spin up / spin down) in eV: -10.4 / -10.4
F_max in eV/Å: 4.97
LUMO (spin up / spin down) in eV: -1.143 / -1.143
Structure (SMILES): O=NOO.C=O

***

# 2
Entry from OMol25: the molecule CH3NO4 in a non-equilibrium geometry (the ωB97M-V functional and the def2-TZVPD basis).

Structure (XYZ):
```
9
CH3NO4 (the ωB97M-V functional and the def2-TZVPD basis)
C -0.5327 -0.1375 0.0691
N 1.8657 0.2108 0.4548
O -0.7731 0.7540 0.8380
O -2.5735 -0.3517 -0.8347
O 1.0170 -0.7057 -0.1730
O -1.3004 -0.8134 -0.7009
H 2.7858 -0.2536 0.6238
H 1.9658 0.9903 -0.1709
H -2.4546 0.3068 -0.1063
```

Results
M in g mol⁻¹: 93.04
Net charge: 0
ΔE to the lowest compared entry with this formula, charge and spin in kcal/mol: 78.2
E in eV: -10760.1221
2S+1: 1
E_HOMO in eV: -9.6
F_max in eV/Å: 4.91
LUMO in eV: 0.678
Structure (SMILES): NOC(=O)OO

***

# 3
Entry from OMol25: a cluster of 2 separate species, CH3NO4 in total in a non-equilibrium geometry (the ωB97M-V functional and the def2-TZVPD basis).

Structure (XYZ):
```
9
CH3NO4 (the ωB97M-V functional and the def2-TZVPD basis)
C 0.1326 -2.0231 1.3945
N 1.0023 -1.3817 1.9285
O -0.6757 -2.7999 1.0026
O 1.6753 -0.1968 1.7533
O -0.1070 0.4559 -1.1784
O 0.0410 0.9808 0.1650
H 0.5637 1.0898 -1.6053
H 1.2340 0.3415 1.1285
H -0.9202 0.9460 -1.4473
```

Results
M in g mol⁻¹: 93.04
Net charge: 0
ΔE to the lowest compared entry with this formula, charge and spin in kcal/mol: 118.0
E in eV: -10758.3976
2S+1: 1
E_HOMO in eV: -9.2
F_max in eV/Å: 3.29
LUMO in eV: -0.609

***

# 4
Entry from OMol25: a cluster of 2 separate species, CH3NO4S in total in a non-equilibrium geometry (the ωB97M-V functional and the def2-TZVPD basis).

Structure (XYZ):
```
10
CH3NO4S (the ωB97M-V functional and the def2-TZVPD basis)
C 0.3041 -0.5478 0.4021
N 1.7744 0.2912 -0.7969
O 2.7692 0.5738 0.0067
O -1.6182 1.4176 0.3808
O -1.6339 -0.2546 -1.4748
O -2.2445 -0.8436 0.8729
S -1.4287 0.0134 -0.0121
H 0.0641 -1.6239 0.3872
H 0.6946 -0.2296 1.3127
H 1.3189 1.2035 -1.0785
```

Results
M in g mol⁻¹: 125.11
Net charge: -2
ΔE to the lowest compared entry with this formula, charge and spin in kcal/mol: 34.7
E in eV: -21595.9726
2S+1: 1
E_HOMO (spin up / spin down) in eV: 1.7 / 1.7
F_max in eV/Å: 3.94
LUMO (spin up / spin down) in eV: 6.789 / 6.789

***

# 5
Entry from OMol25: the molecule CH3NO4S in a non-equilibrium geometry (the ωB97M-V functional and the def2-TZVPD basis).

Structure (XYZ):
```
10
CH3NO4S (the ωB97M-V functional and the def2-TZVPD basis)
C 0.6849 -1.5659 0.3372
N -0.9771 1.1526 -0.2426
O -0.6737 -1.4881 0.2308
O 1.5333 -0.7710 0.2866
O -2.9852 -0.4763 -0.3711
O -0.0505 1.4764 0.7548
S -1.8846 -0.1403 0.4217
H 0.7115 -2.6904 0.3003
H -1.3245 2.0489 -0.4947
H 0.8767 1.0470 0.4256
```

Results
M in g mol⁻¹: 125.11
Net charge: 0
ΔE to the lowest compared entry with this formula, charge and spin in kcal/mol: 29.5
E in eV: -21597.3415
2S+1: 1
E_HOMO in eV: -9.9
F_max in eV/Å: 5.10
LUMO in eV: 0.601

***

# 6
Entry from OMol25: the molecule CH3NOP2S in a non-equilibrium geometry (the ωB97M-V functional and the def2-TZVPD basis).

Structure (XYZ):
```
9
CH3NOP2S (the ωB97M-V functional and the def2-TZVPD basis)
C -0.6238 -0.0465 -0.9367
N -0.1598 -1.3368 -0.6751
O 1.1474 -0.6872 1.3608
P 0.6672 -1.9557 0.4999
P 1.0827 1.0801 1.1507
S 0.6503 1.4573 -0.8057
H -1.0140 0.2382 -1.9730
H -1.4942 0.1287 -0.3148
H -0.2559 1.1217 1.6939
```

Results
M in g mol⁻¹: 139.06
Net charge: 0
ΔE to the lowest compared entry with this formula, charge and spin in kcal/mol: 6.7
E in eV: -34032.5353
2S+1: 3
<S²>: 2.010
E_HOMO (spin up / spin down) in eV: -6.0 / -9.8
F_max in eV/Å: 6.33
LUMO (spin up / spin down) in eV: 0.095 / -3.192

***

# 7
Entry from OMol25: the molecule CH3NOS in a non-equilibrium geometry (the ωB97M-V functional and the def2-TZVPD basis).

Structure (XYZ):
```
7
CH3NOS (the ωB97M-V functional and the def2-TZVPD basis)
C 0.3924 0.2270 0.2368
N 0.0718 -1.3780 -0.4854
O -0.2244 2.5457 0.7854
S -0.7983 1.3097 0.2711
H 1.4906 0.1744 0.5649
H -0.7743 -1.7567 -0.0079
H -0.1578 -1.1222 -1.3648
```

Results
M in g mol⁻¹: 77.11
Net charge: 0
ΔE to the lowest compared entry with this formula, charge and spin in kcal/mol: 81.7
E in eV: -15455.2683
2S+1: 1
E_HOMO in eV: -9.9
F_max in eV/Å: 6.38
LUMO in eV: -0.328

***

# 8
Entry from OMol25: a cluster of 2 separate species, CH3NOS2 in total in a non-equilibrium geometry (the ωB97M-V functional and the def2-TZVPD basis).

Structure (XYZ):
```
8
CH3NOS2 (the ωB97M-V functional and the def2-TZVPD basis)
C 0.2617 -0.9373 0.6113
N 1.0618 1.6159 0.2919
O -1.4342 0.7683 -1.1862
S -0.0870 0.8511 0.7815
S -0.6731 1.4117 -2.2940
H -0.2766 -1.3790 1.4821
H 1.3121 -1.0838 0.6356
H -0.1646 -1.2470 -0.3221
```

Results
M in g mol⁻¹: 109.18
Net charge: 0
ΔE to the lowest compared entry with this formula, charge and spin in kcal/mol: 92.3
E in eV: -26288.9660
2S+1: 1
E_HOMO (spin up / spin down) in eV: -8.4 / -8.4
F_max in eV/Å: 1.98
LUMO (spin up / spin down) in eV: -2.257 / -2.063

***

# 9
Entry from OMol25: a cluster of 2 separate species, CH3NOS2 in total in a non-equilibrium geometry (the ωB97M-V functional and the def2-TZVPD basis).

Structure (XYZ):
```
8
CH3NOS2 (the ωB97M-V functional and the def2-TZVPD basis)
C -1.3016 -0.2925 -0.0084
N -0.4695 0.5111 -0.5480
O 2.3455 -0.0460 0.7973
S -2.9395 -0.0769 -0.0083
S 1.9203 0.6617 -0.4980
H -1.0319 -1.2757 0.2347
H -0.6116 1.5061 -0.7880
H 2.0883 -0.9878 0.8187
```

Results
M in g mol⁻¹: 109.18
Net charge: 0
ΔE to the lowest compared entry with this formula, charge and spin in kcal/mol: 70.3
E in eV: -26289.9186
2S+1: 1
E_HOMO (spin up / spin down) in eV: -8.2 / -8.2
F_max in eV/Å: 5.72
LUMO (spin up / spin down) in eV: -2.135 / -2.135

***

# 10
Entry from OMol25: a cluster of 2 separate species, CH3NOS2 in total in a non-equilibrium geometry (the ωB97M-V functional and the def2-TZVPD basis).

Structure (XYZ):
```
8
CH3NOS2 (the ωB97M-V functional and the def2-TZVPD basis)
C -1.0205 -1.1900 0.6690
N 0.1088 -1.5537 0.9553
O 0.3378 1.8173 -2.5416
S 2.5997 1.8717 -0.7787
S 0.7396 2.2401 -1.2298
H -1.5240 -0.4826 1.2735
H -1.7612 -1.7271 0.0635
H 0.5198 -0.9758 1.5888
```

Results
M in g mol⁻¹: 109.18
Net charge: 0
ΔE to the lowest compared entry with this formula, charge and spin in kcal/mol: 23.3
E in eV: -26289.7090
2S+1: 3
<S²>: 2.008
E_HOMO (spin up / spin down) in eV: -8.4 / -10.0
F_max in eV/Å: 4.46
LUMO (spin up / spin down) in eV: 0.604 / -3.700

***

# 11
Entry from OMol25: the molecule CH3NS in a non-equilibrium geometry (the ωB97M-V functional and the def2-TZVPD basis).

Structure (XYZ):
```
6
CH3NS (the ωB97M-V functional and the def2-TZVPD basis)
C 0.5073 0.4440 -0.1427
H -0.5868 -1.4930 -0.0346
H -1.4555 0.1033 0.3890
H 0.1021 1.4219 -0.0095
N -0.5110 -0.3074 -0.1471
S 1.9439 -0.1689 -0.0550
```

Results
M in g mol⁻¹: 61.11
Net charge: 0
ΔE to the lowest compared entry with this formula, charge and spin in kcal/mol: 38.9
E in eV: -13409.1677
2S+1: 1
E_HOMO in eV: -8.4
F_max in eV/Å: 11.58
LUMO in eV: 0.531
Structure (SMILES): NC=S

***

# 12
Entry from OMol25: a cluster of 2 separate species, CH3NS2 in total in a non-equilibrium geometry (the ωB97M-V functional and the def2-TZVPD basis).

Structure (XYZ):
```
7
CH3NS2 (the ωB97M-V functional and the def2-TZVPD basis)
C 1.0126 -1.6289 0.8617
N -1.0312 -0.1533 -0.1069
S 1.9406 -2.6517 1.6259
S -0.7444 -1.7423 0.4725
H 1.5434 -0.5170 0.0702
H -1.1791 0.2724 0.7957
H -0.2673 0.2512 -0.6645
```

Results
M in g mol⁻¹: 93.18
Net charge: 0
ΔE to the lowest compared entry with this formula, charge and spin in kcal/mol: 37.0
E in eV: -24241.3860
2S+1: 3
<S²>: 2.008
E_HOMO (spin up / spin down) in eV: -6.6 / -9.0
F_max in eV/Å: 6.68
LUMO (spin up / spin down) in eV: 0.610 / -2.815

***

> Among the records above, which one has the lowest M?

CH3NS

***

Please write out number 2 again, unchanged.
Entry from OMol25: the molecule CH3NO4 in a non-equilibrium geometry (the ωB97M-V functional and the def2-TZVPD basis).

Structure (XYZ):
```
9
CH3NO4 (the ωB97M-V functional and the def2-TZVPD basis)
C -0.5327 -0.1375 0.0691
N 1.8657 0.2108 0.4548
O -0.7731 0.7540 0.8380
O -2.5735 -0.3517 -0.8347
O 1.0170 -0.7057 -0.1730
O -1.3004 -0.8134 -0.7009
H 2.7858 -0.2536 0.6238
H 1.9658 0.9903 -0.1709
H -2.4546 0.3068 -0.1063
```

Results
M in g mol⁻¹: 93.04
Net charge: 0
ΔE to the lowest compared entry with this formula, charge and spin in kcal/mol: 78.2
E in eV: -10760.1221
2S+1: 1
E_HOMO in eV: -9.6
F_max in eV/Å: 4.91
LUMO in eV: 0.678
Structure (SMILES): NOC(=O)OO

***

> Which value of net charge does entry 6 give?

0

***

> The lowest F_max belongs to which entry?

number 8